This record from the OMol25 dataset describes a 3-piece molecular cluster, C11H22BF7O6S overall. The level of theory is ωB97M-V/def2-TZVPD.

Element x y z (Å)
B: -0.037 2.650 -1.938
S: 0.539 1.021 -1.111
O: 1.341 0.270 -2.228
O: -0.657 0.191 -0.581
C: 1.684 1.360 0.378
F: 2.981 1.860 -0.199
F: 1.994 0.067 1.027
C: 1.114 2.526 1.378
F: -0.392 2.554 1.459
F: 1.582 3.839 0.795
C: 1.700 2.483 2.908
F: 1.410 1.238 3.658
F: 3.173 2.805 2.827
F: 0.985 3.585 3.654
H: -1.163 2.995 -1.930
H: 0.830 3.309 -2.421
C: -6.277 0.302 -2.022
O: -6.798 1.472 -2.641
C: -6.232 2.671 -2.100
C: -5.159 3.247 -3.030
O: -4.015 2.390 -3.095
C: -3.991 1.615 -4.288
H: -6.574 -0.563 -2.618
H: -5.185 0.326 -1.960
H: -6.700 0.196 -1.018
H: -5.829 2.495 -1.096
H: -7.047 3.396 -2.014
H: -4.817 4.203 -2.620
H: -5.564 3.437 -4.031
H: -3.716 2.247 -5.136
H: -4.955 1.135 -4.481
H: -3.233 0.832 -4.173
C: 4.485 -5.286 1.026
O: 3.684 -5.213 2.199
C: 4.460 -4.941 3.371
C: 4.341 -3.472 3.787
O: 4.957 -2.609 2.825
C: 4.002 -1.979 1.980
H: 3.824 -5.272 0.157
H: 5.177 -4.442 0.952
H: 5.049 -6.224 1.021
H: 5.508 -5.223 3.220
H: 4.055 -5.566 4.173
H: 4.879 -3.330 4.731
H: 3.295 -3.191 3.952
H: 3.480 -1.192 2.531
H: 3.277 -2.693 1.580
H: 4.537 -1.523 1.139

Computed properties:
Charge = 0
Total energy = -2005.5226 hartree
Largest force on an atom = 7.10 eV/A
SMILES = BS(=O)(=O)C(F)(F)C(F)(F)C(F)(F)F.COCCOC.COCCOC

---

This record from the OMol25 dataset describes C35H30BrCl2N2O2PtS4Te as an isolated structure. The level of theory is ωB97M-V/def2-TZVPD.

Element x y z (Å)
Pt: -0.216 -0.975 2.171
S: -1.068 -1.332 4.455
S: 0.360 -2.382 5.224
S: 2.173 -3.006 3.947
S: 1.119 -2.863 2.154
C: -2.509 2.437 -3.358
C: -1.672 1.631 -2.395
C: -1.233 0.318 -2.750
C: -0.657 -0.500 -1.818
C: -0.091 -1.799 -2.188
O: -0.156 -2.791 -1.512
C: 0.458 -1.924 -3.569
C: 0.486 -3.199 -4.132
C: 0.891 -3.426 -5.434
C: 1.286 -2.360 -6.226
C: 1.343 -1.046 -5.662
C: 0.971 -0.884 -4.340
C: -0.457 -0.046 -0.454
O: 0.169 -0.952 0.233
C: -0.632 1.311 -0.169
C: -1.327 2.101 -1.129
C: -0.251 1.935 1.139
N: 0.056 1.118 2.136
C: 0.735 1.710 3.333
C: 2.030 1.056 3.792
Te: 3.884 1.873 2.826
C: 4.155 0.355 1.443
C: 4.447 -1.032 1.562
C: 4.439 -1.785 0.401
C: 4.227 -1.183 -0.831
C: 4.034 0.193 -0.963
C: 3.975 0.977 0.194
C: -0.191 3.473 1.234
C: 0.443 4.160 0.159
C: 0.466 5.559 0.156
C: -0.254 6.316 1.070
C: -0.976 5.630 2.069
C: -0.967 4.233 2.150
H: -3.035 1.784 -4.056
H: -1.915 3.178 -3.893
H: -3.240 3.036 -2.852
H: -1.307 -0.018 -3.787
H: 0.047 -3.974 -3.503
H: 0.905 -4.414 -5.872
H: 1.553 -2.563 -7.253
H: 1.728 -0.163 -6.194
H: 1.090 0.091 -3.877
H: -1.629 3.111 -0.867
H: 0.007 1.756 4.165
H: 1.014 2.754 3.076
H: 2.129 -0.017 3.571
H: 2.263 1.174 4.853
H: 4.605 -1.454 2.547
H: 4.518 -2.851 0.480
H: 4.109 -1.774 -1.712
H: 3.920 0.637 -1.969
H: 3.692 2.051 0.174
H: 0.977 3.595 -0.572
H: 1.042 6.109 -0.586
H: -0.298 7.423 0.974
H: -1.616 6.152 2.799
H: -1.590 3.725 2.865
Br: -2.996 -3.132 0.494
C: -3.454 -1.495 1.358
C: -4.830 -1.296 1.427
C: -5.348 -0.115 1.934
C: -4.404 0.830 2.352
C: -3.039 0.520 2.329
N: -2.563 -0.643 1.884
H: -5.495 -2.097 1.066
H: -6.437 -0.016 1.989
H: -4.688 1.838 2.643
H: -2.315 1.209 2.733
Cl: -0.889 -7.707 -0.401
C: -0.706 -7.579 1.379
Cl: 0.954 -7.103 1.890
H: -0.819 -8.621 1.777
H: -1.432 -6.845 1.716

Computed properties:
Charge = +1
Largest force on an atom = 3.11 eV/A
Relative energy (zero: lowest compared OMol25 entry of this formula, charge and spin) = 0.000 eV
2S+1 = 5

---

This record from the OMol25 dataset describes a 12-piece molecular cluster, H24O12 overall. The level of theory is ωB97M-V/def2-TZVPD.

Element x y z (Å)
O: -0.728 2.880 1.929
H: -1.236 2.085 1.633
H: -1.400 3.463 2.257
O: -0.739 -0.416 0.198
H: -0.851 0.336 0.771
H: -0.005 -0.007 -0.313
O: -2.682 2.419 0.133
H: -3.346 2.390 -0.645
H: -1.879 2.857 -0.118
O: 3.597 -2.057 0.734
H: 4.193 -1.339 1.137
H: 3.790 -1.862 -0.192
O: 0.907 -1.405 2.260
H: 0.936 -0.998 1.391
H: 1.688 -1.942 2.443
O: -1.397 -2.763 0.994
H: -1.885 -2.472 0.200
H: -1.912 -2.222 1.593
O: 0.908 -3.967 -2.113
H: 0.771 -3.083 -1.693
H: 0.812 -4.597 -1.424
O: 3.644 2.207 -0.635
H: 3.776 2.797 -1.366
H: 4.451 2.283 -0.113
O: -4.402 -0.174 -0.885
H: -4.163 0.379 -0.143
H: -3.832 0.140 -1.565
O: 2.215 2.890 2.450
H: 1.385 2.679 2.016
H: 1.617 3.343 3.181
O: -2.489 -1.488 -3.647
H: -2.753 -1.565 -2.731
H: -1.631 -1.148 -3.821
O: 0.955 1.263 -1.389
H: 1.927 1.196 -1.127
H: 1.019 2.185 -1.689

Computed properties:
Charge = 0
Largest force on an atom = 4.08 eV/A
Relative energy (zero: lowest compared OMol25 entry of this formula, charge and spin) = 3.591 eV
SMILES = O.O.O.O.O.O.O.O.O.O.O.O

---

This record from the OMol25 dataset describes a 2-piece molecular cluster, C6H14NO overall. The level of theory is ωB97M-V/def2-TZVPD.

Element x y z (Å)
C: -2.047 -0.639 -0.713
C: -2.525 -1.193 0.639
C: -0.692 0.273 -0.448
N: -1.061 1.483 0.385
C: 1.029 0.832 1.631
C: 0.371 1.528 0.481
C: 2.610 -0.232 -1.307
O: 2.876 -0.397 0.021
H: -2.794 0.149 -1.054
H: -1.859 -1.438 -1.442
H: -2.125 -0.506 1.409
H: -3.565 -1.201 0.793
H: -1.963 -2.100 0.996
H: -0.021 -0.601 -0.006
H: -0.355 0.480 -1.604
H: 2.438 0.715 -1.857
H: 1.864 1.413 2.228
H: 0.209 0.510 2.280
H: 1.702 0.008 1.092
H: 0.922 2.213 -0.066
H: 1.603 -0.595 -1.407
H: 3.383 -0.702 -2.052

Computed properties:
Charge = -2
Largest force on an atom = 3.72 eV/A
Relative energy (zero: lowest compared OMol25 entry of this formula, charge and spin) = 5.298 eV
2S+1 = 2